Entry from the OMol25 dataset: a structure of composition C12H14F5NO2ReSSe2 in a non-equilibrium geometry (ωB97M-V/def2-TZVPD).

```
38
Properties=species:S:1:pos:R:3:nbo_charge:R:1
Re 0.0871 -0.0800 -0.9557 0.934
C -0.0490 -3.5009 0.6230 -0.749
Se 0.7324 -2.6486 -0.9476 0.577
C -0.7750 -3.2875 -2.1158 -0.557
C -2.0788 -2.6475 -1.7165 -0.541
Se -1.8640 -0.6931 -2.0226 0.550
C -3.5263 -0.2272 -0.8826 -0.650
H -0.3125 -4.5046 0.3411 0.259
H -0.8757 -2.8221 0.9432 0.232
H 0.7461 -3.4686 1.3450 0.264
H -0.7133 -4.3585 -2.0803 0.277
H -0.4974 -3.0471 -3.1353 0.258
H -2.4595 -2.8673 -0.6853 0.257
H -2.8917 -2.9921 -2.3602 0.280
H -4.4336 -0.3731 -1.4330 0.267
H -3.4100 0.8084 -0.6760 0.231
H -3.3892 -0.8330 0.0231 0.243
N -0.0608 2.0921 -1.3292 -0.819
C 0.6318 2.2652 -2.6332 -0.378
C 1.8129 1.2982 -2.8170 0.764
O 2.6668 1.4996 -3.5971 -0.422
O 1.6680 0.1537 -2.0255 -0.736
H -1.0520 2.4207 -1.3269 0.431
H 0.3216 2.6192 -0.5635 0.426
H 1.0554 3.2749 -2.7355 0.274
H -0.1772 2.1877 -3.4258 0.261
F 3.4075 3.0056 4.6032 -0.247
C 2.4681 2.3721 3.8513 0.344
C 2.8013 2.0295 2.5031 0.280
F 4.0751 2.4228 2.0714 -0.270
C 1.9159 1.3230 1.7149 0.351
F 2.3398 0.7759 0.5407 -0.313
C 0.6800 1.0082 2.1988 -0.365
S -0.3300 -0.1078 1.2723 0.112
C 0.3245 1.3535 3.5278 0.377
F -0.9583 1.1248 3.8982 -0.276
C 1.2280 2.0292 4.3958 0.309
F 0.8920 2.3948 5.6119 -0.237
```

As for the total charge: +2. The value obtained for the max |F| is 4.33 eV/Å. The value obtained for the HOMO energy (alpha / beta) is -15.058 / -15.390 eV. As for the spin multiplicity: 4. The expectation value of S² is 3.78.